[1]
Below is a 13-piece molecular cluster, C51H121O24P overall in a non-equilibrium geometry, with properties calculated with ωB97M-V/def2-TZVPD.

Geometry as XYZ:
```
197
Properties=species:S:1:pos:R:3
C -2.778 0.525 -0.790
O -2.424 -0.623 -0.051
P -0.934 -1.204 0.077
O -0.263 -1.237 -1.238
O -0.212 -0.264 1.158
C 0.271 1.013 0.790
O -1.161 -2.634 0.833
C -1.750 -2.725 2.058
H -3.812 0.469 -1.131
H -2.185 0.435 -1.701
H -2.676 1.494 -0.302
H -0.074 1.621 1.626
H -0.021 1.271 -0.228
H 1.344 1.166 0.904
H -1.029 -2.920 2.852
H -2.429 -3.576 2.019
H -2.357 -1.835 2.224
C -9.002 -5.683 -2.982
O -9.778 -5.062 -1.968
C -9.072 -3.925 -1.446
C -8.167 -4.312 -0.261
O -8.949 -4.787 0.856
C -8.279 -4.779 2.083
H -8.727 -5.011 -3.795
H -9.637 -6.483 -3.362
H -8.165 -6.278 -2.615
H -9.816 -3.272 -0.990
H -8.540 -3.255 -2.121
H -7.654 -3.398 0.039
H -7.386 -5.010 -0.565
H -7.786 -3.827 2.278
H -7.600 -5.627 2.177
H -9.081 -4.878 2.814
C 2.999 -5.152 10.173
O 3.661 -3.945 9.874
C 2.804 -2.927 9.450
C 3.599 -1.635 9.253
O 4.556 -1.623 8.255
C 4.043 -1.490 6.933
H 3.669 -5.959 9.878
H 2.133 -5.449 9.581
H 2.636 -5.244 11.197
H 2.005 -2.653 10.138
H 2.333 -3.184 8.501
H 4.121 -1.405 10.182
H 2.899 -0.817 9.083
H 4.908 -1.275 6.306
H 3.373 -0.630 6.926
H 3.547 -2.411 6.628
C 10.361 -5.030 -8.629
O 9.083 -4.471 -8.427
C 8.008 -5.417 -8.507
C 6.695 -4.956 -7.866
O 6.011 -3.921 -8.586
C 4.686 -3.647 -8.105
H 10.403 -5.727 -9.466
H 10.778 -5.596 -7.796
H 10.989 -4.167 -8.848
H 8.277 -6.350 -8.012
H 7.837 -5.594 -9.569
H 6.797 -4.686 -6.815
H 6.047 -5.829 -7.952
H 4.645 -3.614 -7.017
H 4.066 -4.442 -8.519
H 4.254 -2.703 -8.439
C -0.567 6.355 -4.413
O 0.037 6.773 -3.214
C -0.387 8.018 -2.673
C 0.455 8.359 -1.434
O 0.124 7.497 -0.297
C -1.014 7.965 0.408
H -0.049 5.500 -4.849
H -0.568 7.158 -5.150
H -1.614 6.133 -4.205
H -1.450 7.875 -2.477
H -0.210 8.832 -3.376
H 0.335 9.412 -1.180
H 1.512 8.218 -1.659
H -0.862 8.932 0.887
H -1.286 7.215 1.151
H -1.838 8.078 -0.296
C 10.833 4.372 -9.177
O 9.805 3.736 -8.461
C 10.265 3.045 -7.275
C 9.020 2.408 -6.645
O 8.122 3.281 -6.057
C 6.894 2.771 -5.816
H 10.476 4.956 -10.025
H 11.469 3.618 -9.641
H 11.458 5.005 -8.548
H 10.736 3.778 -6.621
H 11.004 2.263 -7.450
H 9.499 1.838 -5.849
H 8.596 1.804 -7.447
H 7.093 1.859 -5.254
H 6.406 2.422 -6.726
H 6.249 3.522 -5.359
C 0.334 -8.168 -3.424
O 1.298 -8.560 -2.474
C 2.287 -7.658 -2.208
C 3.256 -8.279 -1.176
O 4.208 -7.352 -0.631
C 3.616 -6.504 0.352
H -0.115 -9.118 -3.712
H 0.748 -7.584 -4.246
H -0.497 -7.604 -3.000
H 1.774 -6.780 -1.815
H 2.914 -7.348 -3.044
H 3.745 -9.023 -1.804
H 2.758 -8.809 -0.364
H 2.688 -5.984 0.114
H 4.249 -5.696 0.720
H 3.535 -7.140 1.233
C 12.110 7.790 -1.056
O 10.777 7.822 -0.561
C 10.143 6.540 -0.385
C 8.668 6.770 0.085
O 8.614 7.426 1.297
C 7.309 7.604 1.797
H 12.456 8.778 -1.359
H 12.252 7.011 -1.804
H 12.667 7.523 -0.158
H 10.720 6.042 0.394
H 10.212 5.878 -1.248
H 8.140 5.817 0.114
H 8.222 7.463 -0.629
H 6.605 6.775 1.859
H 6.889 8.465 1.278
H 7.480 7.946 2.818
C -3.685 8.972 10.389
O -2.826 9.642 11.247
C -1.856 8.811 11.902
C -0.658 8.285 11.057
O -0.928 7.590 9.854
C 0.129 7.304 9.059
H -4.658 9.461 10.336
H -4.030 7.999 10.736
H -3.315 8.836 9.373
H -2.270 7.912 12.357
H -1.542 9.455 12.724
H 0.008 7.705 11.696
H -0.032 9.137 10.794
H 0.614 6.431 9.495
H 0.821 8.114 8.830
H -0.233 6.955 8.092
C -5.314 -12.788 2.467
C -4.312 -12.713 1.388
C -4.140 -11.159 1.203
O -4.676 -10.624 2.382
C -5.907 -11.343 2.597
H -4.817 -13.140 3.371
H -6.161 -13.456 2.307
H -4.664 -13.200 0.478
H -3.331 -13.074 1.695
H -4.754 -10.841 0.360
H -3.103 -10.870 1.027
H -6.698 -11.070 1.898
H -6.220 -11.153 3.623
C -3.768 2.262 6.397
C -2.777 1.402 7.141
C -3.592 0.907 8.272
O -4.807 0.570 7.633
C -5.080 1.470 6.536
H -3.380 2.375 5.385
H -3.931 3.296 6.702
H -1.965 2.061 7.449
H -2.463 0.497 6.621
H -3.876 1.718 8.943
H -3.272 0.181 9.020
H -5.966 2.104 6.548
H -5.160 0.877 5.624
C -12.208 4.338 -1.947
C -10.974 5.157 -1.691
C -10.272 4.412 -0.592
O -10.710 3.079 -0.785
C -11.694 2.955 -1.761
H -12.611 4.535 -2.940
H -13.076 4.579 -1.333
H -11.246 6.137 -1.301
H -10.350 5.205 -2.583
H -10.605 4.832 0.357
H -9.189 4.529 -0.624
H -12.477 2.270 -1.436
H -11.283 2.673 -2.731
C -3.432 -0.493 -8.104
C -4.862 0.036 -8.065
C -5.716 -1.184 -7.734
O -4.868 -2.010 -7.005
C -3.595 -1.920 -7.632
H -2.756 0.056 -7.450
H -3.041 -0.538 -9.121
H -5.178 0.457 -9.020
H -5.077 0.853 -7.377
H -6.072 -1.679 -8.637
H -6.547 -0.838 -7.120
H -3.414 -2.681 -8.391
H -2.850 -2.142 -6.868
```

Values from the calculation:
LUMO level	0.115	eV
net charge	0

These are the Löwdin partial charges, in e, on atoms 1 to 99: number 1, C, carries -0.1099; number 2, O, carries -0.2255; number 3, P, carries 0.4449; number 4, O, carries -0.2356; number 5, O, carries -0.2226; number 6, C, carries -0.1040; number 7, O, carries -0.1981; number 8, C, carries -0.1550; number 9, H, carries 0.0879; number 10, H, carries 0.0858; number 11, H, carries 0.0895; number 12, H, carries 0.0925; number 13, H, carries 0.0867; number 14, H, carries 0.0880; number 15, H, carries 0.0947; number 16, H, carries 0.0947; number 17, H, carries 0.0857; number 18, C, carries -0.1197; number 19, O, carries -0.1649; number 20, C, carries -0.1965; number 21, C, carries -0.1923; number 22, O, carries -0.1837; number 23, C, carries -0.1271; number 24, H, carries 0.0880; number 25, H, carries 0.0844; number 26, H, carries 0.0812; number 27, H, carries 0.1218; number 28, H, carries 0.1207; number 29, H, carries 0.1134; number 30, H, carries 0.1179; number 31, H, carries 0.0826; number 32, H, carries 0.0859; number 33, H, carries 0.0884; number 34, C, carries -0.1220; number 35, O, carries -0.1505; number 36, C, carries -0.2279; number 37, C, carries -0.2357; number 38, O, carries -0.1793; number 39, C, carries -0.0857; number 40, H, carries 0.0877; number 41, H, carries 0.0805; number 42, H, carries 0.0863; number 43, H, carries 0.1255; number 44, H, carries 0.1168; number 45, H, carries 0.1304; number 46, H, carries 0.1160; number 47, H, carries 0.0902; number 48, H, carries 0.0842; number 49, H, carries 0.0833; number 50, C, carries -0.1280; number 51, O, carries -0.1821; number 52, C, carries -0.1880; number 53, C, carries -0.1947; number 54, O, carries -0.1964; number 55, C, carries -0.1002; number 56, H, carries 0.0812; number 57, H, carries 0.0817; number 58, H, carries 0.0888; number 59, H, carries 0.1211; number 60, H, carries 0.1273; number 61, H, carries 0.1258; number 62, H, carries 0.1167; number 63, H, carries 0.0818; number 64, H, carries 0.0825; number 65, H, carries 0.0825; number 66, C, carries -0.1131; number 67, O, carries -0.1958; number 68, C, carries -0.2008; number 69, C, carries -0.1577; number 70, O, carries -0.1900; number 71, C, carries -0.1207; number 72, H, carries 0.0900; number 73, H, carries 0.0809; number 74, H, carries 0.0825; number 75, H, carries 0.1162; number 76, H, carries 0.1219; number 77, H, carries 0.1161; number 78, H, carries 0.1260; number 79, H, carries 0.0831; number 80, H, carries 0.0881; number 81, H, carries 0.0733; number 82, C, carries -0.1301; number 83, O, carries -0.1851; number 84, C, carries -0.1772; number 85, C, carries -0.2234; number 86, O, carries -0.1668; number 87, C, carries -0.1438; number 88, H, carries 0.0852; number 89, H, carries 0.0809; number 90, H, carries 0.0832; number 91, H, carries 0.1224; number 92, H, carries 0.1223; number 93, H, carries 0.1251; number 94, H, carries 0.1340; number 95, H, carries 0.0890; number 96, H, carries 0.0870; number 97, H, carries 0.0972; number 98, C, carries -0.0977; number 99, O, carries -0.1800

[2]
Below is one molecule with the formula C6H9ClS in a non-equilibrium geometry, with properties calculated with ωB97M-V/def2-TZVPD.

Geometry as XYZ:
```
17
Properties=species:S:1:pos:R:3
C 1.403 -0.019 -1.457
C 0.133 -0.448 -0.725
C 0.229 -1.321 0.573
C 0.111 -0.111 1.453
C -0.392 0.709 0.245
Cl 0.267 2.364 -0.006
C -1.888 1.005 0.314
S -3.058 0.303 -0.543
H 1.079 0.810 -2.136
H 2.174 0.312 -0.760
H 1.727 -0.835 -2.111
H -0.630 -0.670 -1.453
H -0.657 -2.006 0.628
H 1.077 -1.963 0.722
H -0.597 -0.183 2.295
H 1.063 0.234 1.904
H -2.041 1.818 1.057
```

Values from the calculation:
energy relative to the best compared isomer or geometry (same formula, charge and spin)	79.50	kJ/mol
LUMO level	-0.350	eV
net charge	0

Which charges does Löwdin predict for the atoms? In e, they are: number 1, C, carries -0.1008; number 2, C, carries -0.3228; number 3, C, carries -0.1401; number 4, C, carries -0.1700; number 5, C, carries -0.8091; number 6, Cl, carries 0.6698; number 7, C, carries -0.6985; number 8, S, carries 0.7290; number 9, H, carries 0.0769; number 10, H, carries 0.0731; number 11, H, carries 0.0779; number 12, H, carries 0.0901; number 13, H, carries 0.1243; number 14, H, carries 0.1005; number 15, H, carries 0.1166; number 16, H, carries 0.1228; number 17, H, carries 0.0602

[3]
Below is a 2-piece molecular cluster, C2H9N2O overall in a non-equilibrium geometry, with properties calculated with ωB97M-V/def2-TZVPD.

Geometry as XYZ:
```
14
Properties=species:S:1:pos:R:3
C -1.042 -1.430 -1.410
N -0.081 -0.763 -0.499
C -0.265 -0.785 0.802
N 0.062 0.214 1.591
H -1.264 -0.755 -2.228
H -1.936 -1.594 -0.815
H -0.646 -2.382 -1.754
H 0.781 -0.385 -0.865
H -0.835 -1.618 1.220
H -0.035 1.167 1.264
H 0.117 0.075 2.590
H 2.377 2.515 -0.303
H 1.240 3.331 0.267
O 1.526 2.411 0.141
```

Values from the calculation:
energy relative to the best compared isomer or geometry (same formula, charge and spin)	117.71	kJ/mol
LUMO level	-4.106	eV
net charge	+1

Which charges does Löwdin predict for the atoms? In e, they are: number 1, C, carries -0.0044; number 2, N, carries 0.0235; number 3, C, carries -0.1420; number 4, N, carries 0.1986; number 5, H, carries 0.1006; number 6, H, carries 0.0925; number 7, H, carries 0.0987; number 8, H, carries 0.1622; number 9, H, carries 0.1655; number 10, H, carries 0.1162; number 11, H, carries 0.1398; number 12, H, carries 0.0541; number 13, H, carries 0.0611; number 14, O, carries -0.0662